The following is a DFT calculation (ωB97M-V with the def2-TZVPD basis set) of a structure of composition C41H40F5InNO7PSTe.

```
! wB97M-V def2-TZVPD RIJCOSX def2/J DEFGRID3
* xyz -2 1
In -0.73681 0.39470 0.07877
C 5.72827 -0.72944 3.87071
O 4.77901 -1.09814 4.84819
C 3.45619 -0.93738 4.50693
C 2.53530 -1.22849 5.53093
C 1.19660 -1.08217 5.24787
C 0.72194 -0.62997 4.00928
C -0.70449 -0.34016 3.83778
C -1.74189 -1.24473 4.47783
O -1.10867 0.60382 3.17550
C 1.65401 -0.36354 2.94450
O 1.31954 -0.05439 1.76542
C 3.04387 -0.53624 3.26336
H 6.70591 -0.84019 4.33770
H 5.58977 0.30577 3.54739
H 5.67068 -1.37553 2.98993
H 2.89153 -1.54359 6.50226
H 0.48043 -1.28357 6.03751
H -1.33204 -1.97668 5.16992
H -2.21607 -1.77936 3.65060
H -2.50858 -0.63933 4.96146
H 3.73485 -0.33645 2.45824
O -4.40890 2.54486 0.92104
C -3.24904 2.14746 1.03923
O -2.80538 0.98042 0.81001
C -2.21103 3.15863 1.58819
P -0.58559 2.91981 0.81637
C 0.59816 3.74041 1.93246
C 0.89165 5.10086 1.84974
C 1.78970 5.67700 2.73638
C 2.40341 4.89902 3.71016
C 2.11321 3.54556 3.79725
C 1.21518 2.96759 2.91119
C -0.59624 3.97453 -0.66406
C 0.60596 4.28705 -1.29630
C 0.60800 5.02391 -2.46961
C -0.59127 5.43923 -3.03380
C -1.79164 5.10562 -2.42327
C -1.79731 4.37320 -1.24368
H -2.06488 2.91206 2.64223
H -2.58016 4.18052 1.50371
H 0.42708 5.70862 1.08277
H 2.01755 6.73385 2.65962
H 3.11451 5.34873 4.39363
H 2.59643 2.92253 4.54033
H 0.99055 1.91541 2.95936
H 1.54307 3.93350 -0.88482
H 1.54977 5.24850 -2.95527
H -0.59031 6.00219 -3.96001
H -2.73251 5.39966 -2.87265
H -2.74278 4.09005 -0.79662
C -4.57842 -3.58216 -1.15549
C -4.34024 -2.20904 -1.37964
C -3.21577 -1.60786 -0.88819
C -2.25018 -2.34054 -0.14467
C -1.05625 -1.73156 0.36789
C -0.17221 -2.52850 1.04909
C -0.41747 -3.90286 1.27106
C -1.55352 -4.48951 0.79973
C -2.49677 -3.72331 0.07320
C -3.67569 -4.31808 -0.44361
H -5.47676 -4.04753 -1.54627
H -5.05890 -1.62113 -1.93832
H -3.05465 -0.55057 -1.05798
H 0.74921 -2.09825 1.41213
H 0.31414 -4.48768 1.81801
H -1.74996 -5.54486 0.96292
H -3.84345 -5.37540 -0.26222
C -2.29752 0.57112 -3.91433
C -1.06473 0.61940 -3.00989
C -0.01763 1.55454 -3.60774
O -1.46565 1.03730 -1.73936
H -2.05483 0.16102 -4.90027
H -2.69634 1.58235 -4.04056
H -3.07222 -0.04686 -3.45814
H -0.63628 -0.39697 -2.98471
H -0.44316 2.55833 -3.70308
H 0.30237 1.21028 -4.59729
H 0.85432 1.61036 -2.95852
S 1.16907 -2.60690 -2.18007
C 2.53612 -3.27335 -2.82232
N 3.75371 -2.64303 -2.68167
C 4.93189 -3.10618 -3.15112
C 5.00244 -4.28234 -3.82207
C 3.78720 -4.99849 -4.01534
C 2.61010 -4.51975 -3.54207
H 3.71893 -1.74790 -2.20732
H 5.78819 -2.47657 -2.95311
H 5.94793 -4.64742 -4.19295
H 3.80370 -5.94134 -4.55017
H 1.67974 -5.05103 -3.67909
F 3.37233 -0.84366 -0.13074
Te 3.19627 0.91931 -0.74734
F 3.55383 2.60982 -1.49109
F 3.23988 0.20393 -2.49789
F 5.07773 0.72571 -0.94282
F 3.67734 1.61022 0.92030
O 1.42962 1.18924 -0.66803
*
```

Values from the calculation:
LUMO level, eV: 3.90
HOMO level, Ha: -0.09077
Frontier orbital gap, eV: 6.368

The following is a DFT calculation (ωB97M-V with the def2-TZVPD basis set) of a cluster of 5 separate species, CH12N2O4 in total.

```
! wB97M-V def2-TZVPD RIJCOSX def2/J DEFGRID3
* xyz 0 1
N -1.47557 1.53338 -1.68538
C -0.34613 0.85547 -1.93317
N 0.77988 0.88995 -1.30958
H -1.52740 2.21355 -0.94634
H -2.31921 1.26902 -2.11299
H -0.39951 0.25974 -2.85625
H 1.31049 0.11399 -1.68341
H 1.27497 -1.27557 2.39462
H 2.29454 -0.46648 1.59782
O 1.42123 -0.82984 1.55814
H -1.11853 1.88152 1.42323
H -2.33329 2.76576 1.71825
O -1.99126 2.12611 1.09227
H 1.14389 2.55988 0.87602
H 0.95883 1.13241 0.94201
O 0.69037 1.92797 1.41968
H 0.81877 -4.99102 -0.45592
H 0.64422 -6.40463 -0.02353
O 0.17372 -5.56121 -0.01549
*
```

Values from the calculation:
LUMO level, eV: 0.69
HOMO level, Ha: -0.33018
Frontier orbital gap, eV: 9.676

The following is a DFT calculation (ωB97M-V with the def2-TZVPD basis set) of an isolated molecule of C5H13N3.

```
! wB97M-V def2-TZVPD RIJCOSX def2/J DEFGRID3
* xyz 0 1
C 0.38252 -0.55913 -0.38718
C -1.10957 -0.58509 -1.03108
C -0.18044 1.63598 0.72353
C -2.23874 -0.95838 -0.07953
N 0.73960 0.78087 -0.00278
N 0.54697 -1.61807 0.57945
C 2.08833 1.25047 -0.20861
N 3.18249 0.58771 -0.14384
H 1.01408 -0.82560 -1.24488
H 0.25854 -1.27272 1.49017
H 1.51754 -1.91125 0.61214
H 2.98386 -0.37043 0.14633
H -1.33115 0.36832 -1.52221
H -1.08833 -1.33730 -1.82971
H 2.13111 2.34009 -0.37879
H -0.81891 1.10207 1.43103
H 0.35249 2.36971 1.34076
H -0.81545 2.19118 0.02748
H -2.30579 -0.27663 0.77045
H -2.10807 -1.97331 0.31091
H -3.20109 -0.93848 -0.60366
*
```

Values from the calculation:
LUMO level, eV: 0.88
HOMO level, Ha: -0.31984
Frontier orbital gap, eV: 9.583

The following is a DFT calculation (ωB97M-V with the def2-TZVPD basis set) of a structure of composition C28H39FMgN10O6SSi.

```
! wB97M-V def2-TZVPD RIJCOSX def2/J DEFGRID3
* xyz -2 1
Mg 1.20611 -0.12332 0.73572
C -2.17242 6.47485 -0.14540
C -2.66818 5.87727 1.16599
C -2.45887 6.85414 2.30996
C -2.94706 6.26646 3.62347
C -2.26328 4.94978 3.88255
C -2.06056 4.48718 5.16284
C -1.42125 3.27160 5.37520
F -1.24789 2.86128 6.65318
C -0.97159 2.50298 4.34255
C -1.16855 2.95841 3.03728
C -0.67983 2.10878 1.92104
O -0.06404 1.08149 2.17828
C -1.00739 2.57865 0.59832
C -1.63527 3.76607 0.46499
N -1.98876 4.60307 1.47743
C -1.80698 4.17700 2.79865
C -0.68553 1.82269 -0.68192
O -1.25742 2.19562 -1.70885
O 0.16604 0.88847 -0.58095
H -2.55356 7.49396 -0.23105
H -2.50619 5.92314 -1.02161
H -1.08107 6.50783 -0.15884
H -3.74405 5.68207 1.08073
H -2.98555 7.77964 2.07157
H -1.39068 7.08474 2.37947
H -4.03197 6.12322 3.57369
H -2.75424 6.94874 4.45274
H -2.39281 5.07048 6.01461
H -0.46425 1.55716 4.49468
H -1.87275 4.07511 -0.54128
N 3.34697 -0.87611 3.13922
C 2.09447 -1.48736 3.24445
N 1.73503 -2.19611 4.29786
N 0.47753 -2.60513 4.00540
N 0.11451 -2.15402 2.85225
N 1.13919 -1.44349 2.32019
C 3.51869 0.39654 2.58140
N 4.46149 1.22764 2.98469
N 4.28790 2.31601 2.19820
N 3.30137 2.13462 1.38461
N 2.78491 0.89800 1.59559
H 3.90471 -1.00481 3.96751
C -2.14776 -1.23624 0.13912
C -1.41198 -2.41701 -0.47434
C -2.03440 -2.79173 -1.81683
C -1.42118 -3.61141 0.47633
O -0.06462 -1.96307 -0.62331
Si 1.19966 -2.43424 -1.59860
S 2.81355 -1.34707 -1.00913
O 1.23769 -4.08926 -1.37591
C 2.06634 -5.10409 -1.90147
C 2.80249 -5.71801 -0.71699
C 3.07481 -4.58107 -2.92639
C 1.14353 -6.12529 -2.55938
O 0.74574 -2.32621 -3.19905
C 0.77356 -1.29443 -4.17558
C -0.09509 -0.13463 -3.70678
C 2.19503 -0.80741 -4.44296
C 0.20053 -1.92953 -5.43642
H -3.19215 -1.50003 0.33280
H -2.11054 -0.37855 -0.53713
H -1.67888 -0.96187 1.08795
H -3.07169 -3.09793 -1.65263
H -1.49361 -3.61740 -2.28461
H -2.02053 -1.94207 -2.50229
H -2.42037 -4.05731 0.50591
H -1.13446 -3.29963 1.48427
H -0.70964 -4.36018 0.12531
H 3.41778 -4.95362 -0.23796
H 3.44102 -6.54755 -1.03773
H 2.08246 -6.08487 0.01773
H 3.70369 -3.80348 -2.48648
H 2.55855 -4.15132 -3.78894
H 3.70583 -5.40763 -3.26647
H 0.40077 -6.47106 -1.83612
H 1.70773 -6.98765 -2.92935
H 0.61885 -5.65740 -3.39673
H 0.27639 0.28818 -2.76902
H -1.12451 -0.46648 -3.54303
H -0.10658 0.66109 -4.45849
H 2.62679 -0.35802 -3.54946
H 2.18206 -0.07034 -5.25259
H 2.83487 -1.64563 -4.73614
H -0.79150 -2.33818 -5.22520
H 0.84558 -2.74570 -5.77476
H 0.11723 -1.18897 -6.23757
*
```

Values from the calculation:
LUMO level, eV: 3.53
HOMO level, Ha: -0.09029
Frontier orbital gap, eV: 5.982

The following is a DFT calculation (ωB97M-V with the def2-TZVPD basis set) of an isolated molecule of C6H10O3.

```
! wB97M-V def2-TZVPD RIJCOSX def2/J DEFGRID3
* xyz 0 1
O 0.28546 1.04091 3.11850
O 0.85801 -1.25286 1.75267
O -0.36707 -1.33501 -2.28709
C -0.00125 1.07642 1.94062
C 0.13719 -0.21727 1.13586
C -0.53144 -0.45970 -0.04521
C 0.69559 -0.59397 -2.73417
C -0.62399 2.35927 1.46865
C -0.28719 -1.71422 -0.87035
H 0.67554 -1.39117 2.72561
H -1.07945 0.27817 -0.48821
H 1.69479 -1.03968 -2.96343
H 0.88895 0.15912 -1.93370
H 0.18536 -0.13558 -3.64083
H -1.47612 2.70052 2.12873
H -0.97827 2.31304 0.51239
H 0.31404 3.01221 1.44032
H 0.67343 -2.24851 -0.63665
H -1.06357 -2.55169 -0.62371
*
```

Values from the calculation:
LUMO level, eV: 0.22
HOMO level, Ha: -0.34830
Frontier orbital gap, eV: 9.693

The following is a DFT calculation (ωB97M-V with the def2-TZVPD basis set) of a structure of composition C57H45BrCeN4O4S3.

```
! wB97M-V def2-TZVPD RIJCOSX def2/J DEFGRID3
* xyz 1 2
Ce 0.16410 -0.20334 1.72543
C -0.26413 2.81901 3.85127
N -0.50088 1.38354 3.74229
C -1.21752 0.77010 4.66941
C -1.63923 -0.58956 4.49558
C -2.35880 -1.43997 5.41153
C -2.51919 -2.66822 4.74436
C -1.99862 -2.50902 3.47167
N -1.48740 -1.25425 3.29647
C 1.10225 3.31855 3.42729
C 2.21246 3.05701 4.24602
C 3.47852 3.54483 3.89865
C 3.67888 4.23044 2.69492
C 2.55515 4.54626 1.89912
C 1.27949 4.14260 2.29007
H -0.47665 3.13679 4.90278
H -1.00412 3.32999 3.22753
H -1.44783 1.27358 5.59521
H -2.69572 -1.16867 6.40525
H -2.98772 -3.55165 5.14656
H -1.98802 -3.25486 2.68771
H 2.07226 2.47328 5.13923
H 4.30080 3.29424 4.57346
H 4.69089 4.57200 2.43553
H 2.68967 5.14485 0.99096
H 0.39537 4.43393 1.70249
C -3.54726 6.77641 -3.95369
C -2.88305 5.63187 -3.21778
C -2.47528 5.69486 -1.87018
C -1.88903 4.60631 -1.24197
C -1.68924 3.40444 -1.94484
C -2.11392 3.31823 -3.24829
C -2.71603 4.42621 -3.88679
S -0.63428 2.08540 -1.35325
O -0.13849 1.44396 -2.63718
C -1.89976 1.07898 -0.50507
C -2.26781 1.55494 0.74594
C -3.32423 0.98426 1.47280
C -4.04978 -0.10409 0.93872
C -5.06980 -0.75313 1.69760
C -5.73047 -1.86279 1.19312
C -5.36669 -2.36373 -0.08836
C -4.37675 -1.75524 -0.82979
C -3.72509 -0.57730 -0.35451
C -2.62088 0.00624 -1.09779
C -2.22002 -0.66070 -2.37878
C -3.10503 -0.58979 -3.53022
C -4.35354 0.05583 -3.47942
C -5.15102 0.14004 -4.60563
C -4.76542 -0.44634 -5.82611
C -3.58051 -1.15911 -5.88255
C -2.75974 -1.27930 -4.73294
C -1.55647 -2.02767 -4.75192
C -0.68731 -2.07854 -3.65318
C -1.00666 -1.35091 -2.48076
S 0.25270 -1.11950 -1.24636
O -0.19031 -1.92626 0.09543
C 1.66864 -1.91849 -1.99143
C 2.31353 -3.00890 -1.40458
C 3.52487 -3.44611 -1.93772
C 4.09886 -2.85482 -3.07139
C 5.39150 -3.38892 -3.65489
C 3.46914 -1.72930 -3.61244
C 2.29264 -1.25736 -3.04423
H -3.35751 7.75367 -3.46719
H -4.63757 6.60913 -4.00438
H -3.13974 6.79985 -4.96739
H -2.60604 6.63515 -1.32571
H -1.61876 4.71081 -0.18228
H -1.88965 2.40175 -3.81479
H -3.01066 4.41330 -4.93016
H -1.73942 2.40343 1.15784
H -3.56867 1.33938 2.47557
H -5.42351 -0.30088 2.64180
H -6.51716 -2.35636 1.74963
H -5.84893 -3.26682 -0.46382
H -4.12207 -2.16383 -1.80228
H -4.67979 0.55654 -2.55312
H -6.10101 0.67183 -4.50442
H -5.38693 -0.27528 -6.70999
H -3.25560 -1.69467 -6.78898
H -1.28188 -2.55613 -5.65367
H 0.20670 -2.69333 -3.73002
H 1.90282 -3.51681 -0.53318
H 4.05273 -4.29387 -1.48759
H 6.12206 -3.59418 -2.86070
H 5.81811 -2.66891 -4.37457
H 5.24129 -4.33616 -4.17118
H 3.86783 -1.21062 -4.48948
H 1.84255 -0.36041 -3.47798
Br 3.01839 -7.16383 1.55975
C 3.05612 -5.41320 2.17993
C 1.84007 -4.68643 2.24835
C 1.78577 -3.46727 2.87433
C 2.94964 -2.90525 3.33153
C 4.17813 -3.55347 3.26691
C 4.22812 -4.79585 2.66039
C 2.82311 -1.43319 3.70302
O 3.66749 -0.91450 4.40653
O 1.74078 -0.80747 3.14870
H 0.93466 -5.10483 1.79940
H 0.84289 -2.94716 3.01013
H 5.06730 -3.02200 3.65189
H 5.20764 -5.30709 2.59708
S 2.34007 1.31709 0.20524
C 3.72632 0.43011 0.65168
N 4.60692 1.09054 1.46911
C 5.80162 0.53487 1.86399
C 6.09467 -0.71038 1.38132
C 5.11027 -1.33690 0.57744
N 3.94154 -0.80644 0.23995
H 4.38402 2.04214 1.75484
H 6.38692 1.16081 2.52825
H 6.97034 -1.26417 1.67732
H 5.27602 -2.32383 0.18061
*
```

Values from the calculation:
Expectation value of S²: 0.751
LUMO level (alpha / beta), eV: -2.90 / -2.89
HOMO level (alpha / beta), Ha: -0.35429 / -0.35440
Frontier orbital gap (alpha / beta), eV: 6.741 / 6.750